Entry 1:
Here is C20H50F2Li3N2O17S2 as an isolated structure in a non-equilibrium geometry from OMol25. Energies are from the ωB97M-V functional and the def2-TZVPD basis.

Geometry (Å):
Li  -3.27221  2.54635  -2.30422
Li  0.31441  -0.32260  -4.00068
Li  -2.58795  1.63485  0.38918
N  4.58596  0.88638  -2.52200
S  3.01264  1.50175  -2.48433
O  2.02778  0.83113  -3.34169
O  2.75072  2.92708  -2.26605
F  2.63156  0.92707  -1.00938
S  5.23622  2.04956  -3.16274
O  5.94636  2.97048  -2.26898
O  4.77938  2.61858  -4.39801
F  6.41255  1.10580  -3.64267
N  -0.84079  0.33493  -1.11130
O  -0.21864  -0.38257  -1.86742
O  -1.17835  1.50205  -1.39330
O  -1.31258  -0.06089  -0.08485
C  -3.02421  -0.52586  2.72157
O  -2.85612  0.78749  2.30654
C  -2.59713  1.68835  3.38820
C  -2.31310  3.06090  2.76453
O  -1.62845  3.02349  1.47736
C  -0.20716  3.01773  1.57039
H  -3.45547  -0.92757  1.80465
H  -3.78759  -0.62654  3.49306
H  -2.05846  -0.96880  2.96497
H  -1.69718  1.37911  3.91977
H  -3.45500  1.74350  4.05836
H  -1.62538  3.56367  3.44451
H  -3.23624  3.63203  2.66601
H  0.07700  3.96080  2.03727
H  0.33209  2.88795  0.63206
H  0.16661  2.22208  2.21486
C  -4.46112  -2.90388  -3.18027
O  -3.93357  -3.40963  -1.99807
C  -2.57819  -3.07467  -1.72594
C  -2.29021  -3.43164  -0.27280
O  -2.66941  -4.71982  0.01886
C  -2.51905  -5.13293  1.36896
H  -3.87536  -3.15587  -4.06429
H  -4.47054  -1.83043  -2.99131
H  -5.49500  -3.19048  -3.37279
H  -2.43100  -1.99645  -1.78803
H  -1.87774  -3.45354  -2.47021
H  -2.75553  -2.70966  0.39826
H  -1.21311  -3.26784  -0.23916
H  -2.61966  -6.21661  1.42914
H  -3.34107  -4.73963  1.96703
H  -1.53586  -4.91333  1.78516
C  -1.00475  4.85086  -2.29092
O  -2.42037  4.43917  -2.51942
C  -3.07842  5.41866  -3.30851
C  -4.51341  4.93771  -3.29928
O  -4.52185  3.54784  -3.50630
C  -5.78681  3.11439  -4.00764
H  -1.07889  5.63250  -1.53484
H  -0.42293  5.19100  -3.14759
H  -0.56980  4.04337  -1.70198
H  -2.61328  5.29638  -4.28667
H  -3.05754  6.49581  -3.14293
H  -5.07395  5.44956  -4.08152
H  -5.02262  5.40076  -2.45406
H  -5.84468  3.34019  -5.07242
H  -6.59947  3.54713  -3.42417
H  -5.88690  2.03102  -3.94117
C  2.73600  -5.14366  4.24862
O  2.11501  -3.96162  3.78918
C  2.44121  -2.93939  4.64542
C  1.65533  -1.75673  4.09444
O  2.26760  -1.01233  3.06675
C  1.48198  0.02287  2.55266
H  2.62482  -5.89011  3.46213
H  2.04921  -5.51536  5.00904
H  3.80554  -5.21845  4.44513
H  3.50933  -2.74360  4.55119
H  2.31319  -3.11263  5.71393
H  1.51358  -1.10025  4.95296
H  0.61125  -1.98191  3.87697
H  1.31835  0.81548  3.28278
H  0.51226  -0.34933  2.22217
H  1.92655  0.46248  1.65979
C  7.26824  -0.17629  -0.34525
O  6.22740  -1.18638  -0.38671
C  5.35910  -1.31892  0.76400
C  4.14091  -2.26265  0.49445
O  3.54717  -1.90056  -0.73939
C  2.20478  -2.39356  -0.95260
H  7.85852  -0.22100  0.56999
H  6.95160  0.86636  -0.31808
H  7.90812  -0.32334  -1.21531
H  4.84517  -0.38330  0.98441
H  5.98887  -1.59427  1.60998
H  3.50052  -2.16427  1.37099
H  4.46612  -3.29601  0.37406
H  1.73728  -2.11264  -1.89634
H  1.51877  -2.20498  -0.12681
H  2.23706  -3.48187  -0.90131

Output
* ⟨S²⟩: 0.75
* total charge: 0
* 2S+1: 2
* E: -3198.9383 Eh


Entry 2:
Here is a 2-piece molecular cluster, C4H8N4 overall in a non-equilibrium geometry from OMol25. Energies are from the ωB97M-V functional and the def2-TZVPD basis.

Geometry (Å):
N  -0.65997  0.05721  1.08484
N  -0.89155  0.76981  2.28616
C  1.38727  -0.46251  0.24743
N  1.85946  -0.56043  1.31066
H  -0.54516  -0.92914  1.29058
H  -0.18042  1.48951  2.41401
H  -1.80863  1.21336  2.26268
C  -1.20331  0.54798  -0.30398
C  1.31867  -0.47817  -1.23960
C  1.12107  -1.61787  -1.92304
N  -1.56312  1.72521  -0.54638
H  -1.31453  2.43022  0.14585
H  -1.51976  -0.27001  -0.93894
H  1.88599  0.32509  -1.69571
H  1.60038  -1.82099  -2.86853
H  0.51360  -2.41928  -1.52606

Output
* total charge: 0
* E: -376.0866 Eh
* ΔE to the lowest compared entry with this formula, charge and spin: 101.6 kcal per mole


Entry 3:
Here is C19H35N6O2S2SbTi as an isolated structure in a non-equilibrium geometry from OMol25. Energies are from the ωB97M-V functional and the def2-TZVPD basis.

Geometry (Å):
Ti  0.07650  0.09900  0.10610
N  0.08550  -0.37340  2.29670
C  1.05660  0.70290  2.53390
C  1.98480  0.46060  3.73330
C  3.31470  1.22310  3.68930
C  3.19970  2.72980  3.40350
N  2.97080  3.06290  2.00470
C  3.79500  2.72710  0.99670
N  5.10730  2.52840  1.22050
N  3.35540  2.90760  -0.25990
C  1.76390  0.85560  1.16500
O  2.92790  0.46660  0.94530
O  1.10520  1.66690  0.36240
H  -0.66570  -0.38810  2.99060
H  0.55790  -1.28590  2.31040
H  0.46660  1.62440  2.68600
H  2.23400  -0.60360  3.77750
H  1.44910  0.72520  4.64890
H  3.93890  0.76460  2.92270
H  3.81210  1.09380  4.65250
H  4.11920  3.23270  3.72270
H  2.37420  3.16270  3.97200
H  2.00540  3.16350  1.71480
H  5.41310  2.32800  2.15640
H  5.64270  2.10830  0.47950
H  2.36670  2.63210  -0.37760
H  3.94820  2.55040  -0.99580
S  1.27460  -0.87320  -1.63630
C  0.13590  -2.12380  -2.08180
C  0.52850  -2.91290  -3.17440
N  0.88390  -3.52460  -4.07960
C  -1.05180  -2.36930  -1.44070
S  -1.67150  -1.45880  -0.09780
C  -1.87210  -3.43140  -1.85310
N  -2.57550  -4.29060  -2.14680
C  -2.55870  4.95240  1.83780
C  -2.45880  4.46180  0.40620
C  -1.46370  5.30820  -0.36700
Sb  -1.83930  2.29930  0.48100
C  -3.81720  1.29140  0.71390
C  -3.78740  0.47890  2.00290
C  -5.00460  2.23240  0.68310
C  -1.70330  1.88800  -1.70400
C  -0.36790  2.32560  -2.29150
C  -2.86830  2.45860  -2.49490
H  -2.92730  5.97660  1.86640
H  -1.57980  4.93150  2.31610
H  -3.23600  4.33380  2.42070
H  -3.43710  4.51030  -0.06720
H  -0.45610  5.18250  0.03300
H  -1.73050  6.36210  -0.28320
H  -1.45870  5.05450  -1.42380
H  -3.87270  0.59680  -0.13080
H  -3.67630  1.12590  2.87560
H  -2.96270  -0.23730  1.97670
H  -4.71280  -0.08570  2.11470
H  -4.95820  2.93150  1.51290
H  -5.92940  1.66360  0.76760
H  -5.04160  2.80360  -0.24030
H  -1.74170  0.78570  -1.73130
H  -0.20540  3.39810  -2.18080
H  -0.33030  2.08360  -3.35590
H  0.45970  1.79300  -1.80690
H  -2.81310  3.54700  -2.52640
H  -3.81930  2.15960  -2.05750
H  -2.83490  2.07990  -3.51730

Output
* total charge: 0
* E: -3110.0564 Eh


Entry 4:
Here is C6H18CuO6 as an isolated structure in a non-equilibrium geometry from OMol25. Energies are from the ωB97M-V functional and the def2-TZVPD basis.

Geometry (Å):
Cu  5.32560  0.54840  12.92325
C  3.05693  -1.13427  11.70822
C  2.15423  0.01510  12.07787
O  2.82875  0.79404  13.08122
O  4.37572  -0.64724  11.36491
H  2.62864  -1.64945  10.84958
H  3.13196  -1.83098  12.54517
H  1.22332  -0.38185  12.49369
H  1.90900  0.61424  11.19725
H  2.29086  1.56451  13.28854
H  4.64605  -1.03670  10.52950
C  7.87136  2.20290  12.31555
C  6.78111  2.74524  11.48349
O  5.57001  2.82863  12.28068
O  7.64099  0.81201  12.61294
H  7.95019  2.78077  13.24199
H  8.82636  2.32648  11.79195
H  6.59654  2.13480  10.59893
H  7.10774  3.74429  11.18334
H  5.07313  3.61219  12.02996
H  8.43390  0.47740  13.04293
C  5.43653  -0.07341  15.91779
C  6.17082  -1.22292  15.30890
O  5.59381  -1.50735  14.03043
O  5.81477  1.07369  15.16272
H  5.68597  0.01073  16.98359
H  4.34664  -0.21925  15.89299
H  6.18466  -2.08152  15.97823
H  7.21018  -0.89759  15.16026
H  5.80036  -2.40564  13.75653
H  5.34166  1.85105  15.47495

Output
* total charge: +1
* E: -2331.0799 Eh
* ΔE to the lowest compared entry with this formula, charge and spin: 0.0 kcal per mole


- What is the formula in the fourth record?
  C6H18CuO6


- What is the E in the first record?
  -3198.9383 Eh